a | One molecule with the formula C19H26N4O3, computed with ωB97M-V/def2-TZVPD.

Calculated values
LUMO energy in eV: 0.51
Gap between HOMO and LUMO in eV: 9.2138
E_HOMO in eV: -8.70
SMILES string: CCCCn1c(N)c(N(CC)C(=O)CCc2ccccc2)c(=O)[nH]c1=O

Each line ends with the Löwdin charge.
Element x y z (Å)
C  -1.776  -4.089  0.984  -0.10
C  -1.744  -2.829  0.126  -0.27
C  -3.154  -2.357  -0.219  -0.18
C  -3.204  -1.080  -1.063  -0.13
N  -2.693  0.087  -0.353  0.06
C  -1.428  0.584  -0.545  -0.22
N  -0.594  -0.058  -1.409  0.19
C  -1.025  1.745  0.073  -0.12
N  0.270  2.273  -0.180  -0.01
C  0.347  3.326  -1.186  -0.18
C  0.286  2.794  -2.613  -0.07
C  1.333  2.095  0.656  -0.43
O  2.416  2.590  0.418  0.08
C  1.105  1.226  1.881  -0.07
C  1.347  -0.266  1.603  -0.13
C  2.640  -0.506  0.871  -0.24
C  2.655  -1.143  -0.361  -0.05
C  3.841  -1.342  -1.046  -0.09
C  5.034  -0.903  -0.503  -0.09
C  5.034  -0.277  0.732  -0.07
C  3.848  -0.084  1.415  -0.04
C  -1.917  2.482  0.929  -0.42
O  -1.679  3.519  1.508  0.09
N  -3.163  1.862  1.077  0.22
C  -3.609  0.720  0.479  -0.47
O  -4.723  0.284  0.651  0.09
H  -2.307  -3.900  1.914  0.08
H  -0.766  -4.412  1.224  0.07
H  -2.281  -4.895  0.458  0.07
H  -1.190  -3.046  -0.793  0.11
H  -1.217  -2.046  0.676  0.09
H  -3.672  -3.142  -0.772  0.12
H  -3.712  -2.176  0.701  0.12
H  -2.668  -1.194  -2.005  0.12
H  -4.253  -0.865  -1.285  0.13
H  -0.699  -1.047  -1.553  0.08
H  0.351  0.300  -1.414  0.09
H  1.298  3.838  -1.022  0.12
H  -0.472  4.029  -1.008  0.13
H  -0.647  2.266  -2.796  0.06
H  0.352  3.627  -3.307  0.07
H  1.121  2.124  -2.805  0.07
H  0.098  1.374  2.271  0.11
H  1.821  1.571  2.628  0.12
H  1.366  -0.794  2.561  0.13
H  0.517  -0.671  1.020  0.08
H  1.729  -1.507  -0.789  0.09
H  3.830  -1.839  -2.006  0.10
H  5.960  -1.049  -1.039  0.10
H  5.962  0.064  1.164  0.10
H  3.860  0.404  2.377  0.12
H  -3.830  2.335  1.676  0.17

---

b | One molecule with the formula C19H26N4O3, computed with ωB97M-V/def2-TZVPD.

Calculated values
LUMO energy in eV: -0.09
Gap between HOMO and LUMO in eV: 9.5437
E_HOMO in eV: -9.63
SMILES string: CO[C@]1(C(=O)NC[C@H](C)C(C)C)CCN(C(=O)c2cncc(C#N)c2)C1

Each line ends with the Löwdin charge.
Element x y z (Å)
C  -1.005  0.971  -2.403  -0.05
O  -1.264  0.877  -1.012  -0.13
C  -0.461  1.683  -0.150  -0.35
C  -0.827  1.329  1.301  -0.43
O  -0.243  1.888  2.218  0.06
N  -1.783  0.405  1.460  0.09
C  -2.234  -0.036  2.766  -0.14
C  -2.718  -1.488  2.757  -0.35
C  -3.722  -1.675  3.894  -0.07
C  -1.562  -2.500  2.853  -0.41
C  -0.448  -2.249  1.838  -0.07
C  -2.061  -3.937  2.713  -0.08
C  -0.645  3.192  -0.397  -0.05
C  0.574  3.654  -1.218  -0.10
N  1.421  2.469  -1.343  -0.03
C  2.140  2.278  -2.476  -0.43
O  2.165  3.086  -3.390  0.08
C  2.977  1.034  -2.564  -0.11
C  3.715  0.523  -1.503  -0.08
N  4.514  -0.535  -1.599  0.09
C  4.597  -1.141  -2.773  -0.08
C  3.909  -0.700  -3.903  -0.19
C  4.052  -1.395  -5.150  -0.18
N  4.164  -1.959  -6.145  0.16
C  3.097  0.421  -3.800  0.06
C  1.042  1.460  -0.360  -0.05
H  -1.805  0.426  -2.899  0.10
H  -1.013  2.007  -2.754  0.10
H  -0.050  0.512  -2.675  0.09
H  -2.185  0.006  0.628  0.14
H  -1.406  0.097  3.466  0.13
H  -3.045  0.614  3.110  0.13
H  -3.245  -1.662  1.806  0.14
H  -3.228  -1.572  4.864  0.09
H  -4.511  -0.923  3.841  0.08
H  -4.197  -2.653  3.863  0.07
H  -1.128  -2.384  3.855  0.14
H  -0.836  -2.249  0.815  0.09
H  0.058  -1.299  2.007  0.07
H  0.299  -3.042  1.907  0.08
H  -2.585  -4.072  1.762  0.09
H  -1.220  -4.633  2.728  0.08
H  -2.739  -4.226  3.515  0.07
H  -1.584  3.358  -0.925  0.13
H  -0.697  3.713  0.555  0.12
H  0.323  4.008  -2.216  0.12
H  1.125  4.451  -0.715  0.13
H  3.672  0.996  -0.527  0.12
H  5.238  -2.014  -2.832  0.12
H  2.575  0.823  -4.658  0.14
H  1.555  1.609  0.591  0.14
H  1.239  0.454  -0.726  0.14

---

Here are the energies relative to the best structure, in kJ/mol: a 0.0; b 194.7.

---

a | One molecule with the formula C5H9ClO, computed with ωB97M-V/def2-TZVPD.

Calculated values
LUMO energy in eV: 0.75
Gap between HOMO and LUMO in eV: 9.8508
E_HOMO in eV: -9.10
SMILES string: C=C(Cl)[C@H](C)CO

Each line ends with the Löwdin charge.
Element x y z (Å)
C  -1.512  1.240  0.738  -0.01
C  -1.164  -0.047  0.516  -0.71
Cl  -2.096  -1.211  1.375  0.69
C  -0.072  -0.518  -0.413  -0.36
C  0.677  -1.678  0.297  -0.11
C  0.997  0.622  -0.643  -0.29
O  0.481  1.549  -1.504  -0.05
H  -1.142  2.090  0.225  0.05
H  -2.273  1.493  1.447  0.05
H  -0.580  -0.786  -1.294  0.13
H  1.242  -1.297  1.181  0.10
H  1.365  -2.181  -0.393  0.07
H  -0.086  -2.504  0.593  0.07
H  1.800  -0.010  -1.001  0.11
H  1.239  0.911  0.391  0.13
H  1.122  2.329  -1.514  0.14

---

b | C5H9ClO as an isolated structure, computed with ωB97M-V/def2-TZVPD.

Calculated values
LUMO energy in eV: 0.85
Gap between HOMO and LUMO in eV: 10.9885
E_HOMO in eV: -10.14

Each line ends with the Löwdin charge.
Element x y z (Å)
C  -0.294  -1.635  -1.330  -0.11
C  -0.112  -0.859  0.004  -0.68
C  -0.590  0.554  0.242  -0.72
C  -0.518  1.313  1.463  -0.11
C  -1.625  1.200  -0.603  -0.04
H  0.558  -2.512  -1.353  0.12
H  -1.211  -2.283  -1.072  0.09
H  -0.367  -0.982  -2.201  0.07
H  -0.836  -1.434  0.598  0.11
H  0.475  0.861  2.213  0.12
H  -0.146  2.592  1.169  0.19
H  -1.606  1.231  2.162  0.15
H  -2.111  2.209  -0.475  0.13
H  -2.019  0.548  -1.513  0.14
O  -0.142  1.326  -0.853  -0.10
Cl  1.602  -0.840  0.508  0.65

---

c | A 2-piece molecular cluster, C5H9ClO overall, computed with ωB97M-V/def2-TZVPD.

Calculated values
LUMO energy (spin up / spin down) in eV: 0.41 / 0.17
Gap between HOMO and LUMO (spin up / spin down) in eV: 8.1779 / 7.6670
E_HOMO (spin up / spin down) in eV: -7.77 / -7.50

Each line ends with the Löwdin charge.
Element x y z (Å)
C  2.258  -0.127  1.713  -0.02
C  1.682  -1.089  1.031  -0.22
C  -0.796  1.508  -1.265  -0.13
C  0.212  -0.945  0.650  0.01
C  -1.331  0.139  -1.101  -0.80
O  -2.371  0.031  -0.227  -0.09
Cl  -1.354  -0.949  -2.565  0.56
H  3.296  -0.316  1.798  0.04
H  1.691  0.681  2.112  0.06
H  2.224  -1.893  0.579  0.08
H  -0.567  1.914  -2.355  0.12
H  0.139  1.602  -0.654  0.08
H  -1.577  2.179  -0.780  0.10
H  -0.212  -0.189  1.152  0.00
H  -0.141  -1.946  0.425  0.06
H  -3.154  -0.600  -0.512  0.17

---

Here are the energies relative to the best structure, in kJ/mol: a 0.0; b 314.0; c 338.5.

---

a | A 2-piece molecular cluster, C4H8 overall, computed with ωB97M-V/def2-TZVPD.

Calculated values
LUMO energy in eV: 1.26
Gap between HOMO and LUMO in eV: 11.1894
E_HOMO in eV: -9.93
SMILES string: C=C.C=C

Each line ends with the Löwdin charge.
Element x y z (Å)
C  1.207  1.109  -1.125  -0.09
C  1.672  1.555  0.039  -0.09
H  0.820  1.809  -1.851  0.05
H  1.145  0.037  -1.256  0.04
H  1.464  2.562  0.391  0.05
H  2.291  0.963  0.703  0.05
C  -1.154  -0.804  0.256  -0.09
C  -1.745  -1.859  0.803  -0.07
H  -0.828  0.058  0.820  0.04
H  -0.978  -0.757  -0.811  0.04
H  -1.782  -2.023  1.871  0.04
H  -2.113  -2.650  0.161  0.04

---

b | C4H8 as an isolated structure, computed with ωB97M-V/def2-TZVPD.

Calculated values
LUMO energy in eV: 0.53
Gap between HOMO and LUMO in eV: 8.8752
E_HOMO in eV: -8.35

Each line ends with the Löwdin charge.
Element x y z (Å)
C  1.028  -0.596  -1.682  0.05
C  0.479  0.357  -0.767  -0.54
C  1.804  0.585  -0.265  0.04
C  -0.684  0.938  -0.573  0.05
H  1.393  -1.524  -1.256  0.07
H  1.594  -0.259  -2.546  0.08
H  -4.042  -1.304  4.401  0.00
H  2.203  1.517  -0.647  0.07
H  2.601  -0.151  -0.170  0.06
H  -0.832  1.819  0.026  0.06
H  -4.063  -1.993  4.698  0.00
H  -1.482  0.612  -1.219  0.06

---

c | One molecule with the formula C4H8, computed with ωB97M-V/def2-TZVPD.

Calculated values
LUMO energy in eV: 1.35
Gap between HOMO and LUMO in eV: 12.1425
E_HOMO in eV: -10.79
SMILES string: C1CCC1

Each line ends with the Löwdin charge.
Element x y z (Å)
C  -0.496  0.521  0.823  -0.19
C  -0.565  -0.903  0.223  -0.19
C  0.625  -0.555  -0.704  -0.19
C  0.442  0.936  -0.337  -0.19
H  -1.442  1.066  0.905  0.09
H  0.002  0.546  1.798  0.10
H  -1.490  -1.075  -0.335  0.10
H  -0.421  -1.737  0.916  0.09
H  0.513  -0.817  -1.762  0.09
H  1.574  -0.967  -0.346  0.10
H  -0.084  1.495  -1.116  0.10
H  1.344  1.492  -0.065  0.09

---

Here are the energies relative to the best structure, in kJ/mol: a 128.3; b 393.8; c 0.0.

---

a | One molecule with the formula C4H8, computed with ωB97M-V/def2-TZVPD.

Calculated values
LUMO energy in eV: 1.33
Gap between HOMO and LUMO in eV: 11.6739
E_HOMO in eV: -10.35
SMILES string: C1CCC1

Each line ends with the Löwdin charge.
Element x y z (Å)
C  -0.394  -0.521  0.849  -0.19
C  0.548  0.717  0.645  -0.19
C  0.439  0.458  -0.881  -0.20
C  -0.569  -0.684  -0.668  -0.20
H  -1.311  -0.260  1.316  0.08
H  0.025  -1.414  1.393  0.11
H  1.551  0.774  1.118  0.10
H  -0.005  1.649  0.954  0.10
H  1.436  0.018  -1.208  0.12
H  0.101  1.326  -1.448  0.09
H  -1.524  -0.402  -1.013  0.08
H  -0.297  -1.663  -1.058  0.10

---

b | One molecule with the formula C4H8, computed with ωB97M-V/def2-TZVPD.

Calculated values
LUMO energy in eV: 1.18
Gap between HOMO and LUMO in eV: 9.8257
E_HOMO in eV: -8.65
SMILES string: C/C=C/C

Each line ends with the Löwdin charge.
Element x y z (Å)
C  -2.070  0.377  0.792  -0.06
C  -0.492  0.067  -0.037  -0.05
C  0.954  0.153  0.125  -0.22
C  1.737  -0.119  -1.036  -0.19
H  -2.035  1.467  0.981  0.04
H  -2.895  0.058  0.036  0.07
H  -2.076  -0.148  1.738  0.02
H  -0.773  -0.007  -1.072  0.03
H  1.320  0.055  1.149  0.08
H  2.764  0.089  -0.896  0.04
H  1.350  0.442  -2.044  0.13
H  1.646  -1.219  -1.281  0.09

---

c | A 2-piece molecular cluster, C4H8 overall, computed with ωB97M-V/def2-TZVPD.

Calculated values
LUMO energy (spin up / spin down) in eV: 0.70 / 0.56
Gap between HOMO and LUMO (spin up / spin down) in eV: 9.0746 / 8.6943
E_HOMO (spin up / spin down) in eV: -8.38 / -8.14

Each line ends with the Löwdin charge.
Element x y z (Å)
C  2.233  0.577  -0.071  -0.12
C  1.417  -0.417  -0.007  -0.02
C  -1.754  0.475  -0.022  -0.19
C  -1.036  -0.736  0.373  -0.08
H  3.210  0.474  -0.456  0.03
H  1.953  1.550  0.364  0.05
H  1.557  -1.419  -0.345  0.02
H  -1.382  0.643  -1.111  0.11
H  -1.444  1.197  0.689  0.05
H  -2.871  0.300  -0.115  0.09
H  -0.875  -1.276  -0.528  0.02
H  -1.009  -1.368  1.229  0.04

---

Here are the energies relative to the best structure, in kJ/mol: a 0.0; b 170.4; c 382.5.